The following is a DFT calculation (the ωB97M-V functional and the def2-TZVPD basis) of a molecular structure, C31H33ClN2O2Si2Tl in a non-equilibrium geometry.

```
! wB97M-V def2-TZVPD RIJCOSX def2/J DEFGRID3
* xyz 1 1
C -1.529 -0.244 1.230
C -2.246 0.142 0.067
C -1.990 -0.816 -0.947
H -2.898 1.001 -0.017
C -1.111 -1.795 -0.418
C -0.815 -1.443 0.926
H -0.208 -2.010 1.614
H -1.574 0.230 2.204
H -2.415 -0.832 -1.948
H -0.767 -2.687 -0.932
Tl 1.703 0.429 -0.984
Si 0.989 0.041 -5.081
C 0.098 1.697 -4.655
C 0.543 2.939 -5.196
H 1.579 3.027 -5.558
C -0.321 4.019 -5.330
H -0.009 4.892 -5.934
C -1.561 3.970 -4.691
H -2.262 4.784 -4.795
C -1.900 2.881 -3.846
H -2.805 2.898 -3.228
C -1.036 1.776 -3.805
H -1.237 0.966 -3.085
C -0.095 -1.481 -4.646
C -1.401 -1.610 -5.179
H -1.892 -0.707 -5.594
C -2.062 -2.852 -5.160
H -3.038 -2.943 -5.658
C -1.468 -3.928 -4.489
H -1.931 -4.895 -4.526
C -0.297 -3.769 -3.731
H 0.104 -4.587 -3.103
C 0.357 -2.530 -3.787
H 1.225 -2.355 -3.140
H 1.644 -0.167 -3.703
Si 2.426 0.538 -7.157
C 1.722 -1.130 -7.805
C 0.977 -1.167 -8.998
H 0.763 -0.244 -9.542
C 0.499 -2.393 -9.477
H -0.081 -2.416 -10.401
C 0.790 -3.567 -8.782
H 0.408 -4.517 -9.149
C 1.615 -3.542 -7.656
H 1.912 -4.465 -7.154
C 2.097 -2.320 -7.166
H 2.734 -2.282 -6.273
C 1.334 1.833 -8.081
C -0.058 1.831 -7.935
H -0.541 1.082 -7.306
C -0.819 2.849 -8.505
H -1.883 2.896 -8.274
C -0.220 3.774 -9.344
H -0.823 4.553 -9.809
C 1.145 3.686 -9.629
H 1.610 4.366 -10.344
C 1.936 2.720 -8.997
H 3.016 2.641 -9.201
H 3.584 0.392 -8.059
Cl 3.689 1.408 -5.529
C 3.525 0.094 4.284
O 3.224 -0.739 3.134
C 2.448 -0.230 2.199
O 2.129 -0.887 1.184
N 2.012 1.037 2.458
N 1.245 1.644 1.388
H 2.606 0.509 4.709
H 4.227 0.875 4.010
H 3.993 -0.622 4.966
H 2.583 1.695 2.993
H 0.276 1.286 1.458
H 1.185 2.667 1.522
*
```

Properties
Energy above the lowest of the compared OMol25 structures with the same formula, charge and spin in kJ/mol: 168.9
Energy in hartree: -2672.363236


The following is a DFT calculation (the ωB97M-V functional and the def2-TZVPD basis) of a single C3H8O3 molecule in a non-equilibrium geometry.

```
! wB97M-V def2-TZVPD RIJCOSX def2/J DEFGRID3
* xyz 0 1
O 1.444 1.090 0.599
C 0.075 0.669 0.972
C -0.414 -0.640 0.417
O 0.623 -1.502 0.163
C -0.988 -0.298 -0.993
O 0.080 0.303 -1.600
H 1.628 1.025 -0.466
H -0.684 1.515 0.727
H 0.182 0.710 2.133
H -1.140 -1.006 1.146
H 1.494 -1.106 0.732
H -1.449 -1.118 -1.583
H -1.637 0.632 -0.731
H 0.785 -0.272 -1.516
*
```

Properties
Energy above the lowest of the compared OMol25 structures with the same formula, charge and spin in kJ/mol: 285.9
Energy in hartree: -344.739487
SMILES: OCC(O)CO


The following is a DFT calculation (the ωB97M-V functional and the def2-TZVPD basis) of a molecular structure, CH3ClO2PS in a non-equilibrium geometry.

```
! wB97M-V def2-TZVPD RIJCOSX def2/J DEFGRID3
* xyz -1 1
C 0.831 -0.289 -0.604
O -2.730 -1.203 -1.303
O -2.232 -1.618 1.172
P -2.262 -0.599 -0.037
S -2.891 1.155 0.658
Cl 1.809 0.009 0.828
H 0.856 0.603 -1.324
H 1.087 -1.272 -0.875
H -1.998 -0.907 1.759
*
```

Properties
Energy above the lowest of the compared OMol25 structures with the same formula, charge and spin in kJ/mol: 355.1
Energy in hartree: -1390.162316